Formula: C16H32ClN2NbO8P
Source: the Open Molecules 2025 dataset
Level of theory: the ωB97M-V functional and the def2-TZVPD basis

Values from the calculation:
Total charge ... -1
Highest occupied orbital energy ... -2.91 eV
M ... 539.8 g/mol
Kohn-Sham gap ... 0.14384 hartree

CARTESIAN COORDINATES (ANGSTROEM)
1 C 4.3309 -2.9170 0.2512
2 C 3.9124 -3.7352 -0.8311
3 C 2.9743 -3.2916 -2.0331
4 Nb 0.7381 -3.4269 -1.6155
5 N 0.8747 -5.5331 -1.2295
6 C 1.0051 -3.0800 0.6266
7 C -0.3286 -2.9100 1.4664
8 O -0.6901 -1.7907 1.9371
9 O -1.1562 -4.0240 1.7744
10 C 0.4627 -3.8072 -3.8903
11 C 0.4206 -5.3914 -4.1600
12 O -0.6681 -5.9760 -4.1300
13 Cl 2.0368 -6.2094 -4.5447
14 C -1.5329 -3.5286 -1.4470
15 O -2.1448 -4.6024 -1.7988
16 O -2.3398 -2.4799 -1.0084
17 P 0.5042 -0.8834 -1.9066
18 O 1.7128 -0.1914 -2.5816
19 O -0.8785 -0.6154 -2.8800
20 O 0.2983 -0.0838 -0.3697
21 H 4.5262 -3.4313 1.2550
22 H 4.4312 -1.7853 0.2240
23 H 4.3373 -4.8056 -0.8416
24 H 3.3446 -2.2720 -2.3969
25 H 3.1902 -4.0279 -2.8993
26 H -0.0546 -5.7786 -0.8257
27 H 1.5421 -5.6309 -0.4348
28 H 1.6143 -3.9739 1.0219
29 H 1.5983 -2.0986 0.7443
30 H -0.5860 -4.8009 1.9887
31 H 1.3330 -3.2955 -4.4229
32 H -0.5581 -3.3514 -4.1650
33 H -0.8643 0.3338 -3.1401
34 H 1.2050 0.1885 -0.0888
35 C -1.1823 6.6155 1.5542
36 C -2.4061 5.7099 1.5071
37 C -2.3933 4.5129 2.4525
38 N -1.5509 3.3017 2.0488
39 C -1.9432 2.1677 2.9878
40 C -1.7816 2.8499 0.6085
41 C -0.6728 3.5022 -0.1857
42 C 0.5163 3.4962 0.7510
43 C -0.0435 3.5418 2.1683
44 H -0.2629 6.1038 1.2717
45 H -1.3088 7.4461 0.8551
46 H -1.0490 7.0385 2.5537
47 H -2.6202 5.4100 0.4797
48 H -3.2610 6.3309 1.7993
49 H -3.4191 4.1415 2.5304
50 H -2.0685 4.8050 3.4559
51 H -3.0016 1.9474 2.8374
52 H -1.7573 2.4935 4.0132
53 H -1.3403 1.2885 2.7504
54 H -1.6705 1.7609 0.5775
55 H -2.7911 3.1179 0.2926
56 H -0.9269 4.5250 -0.4743
57 H -0.4649 2.9602 -1.1103
58 H 1.1930 4.3296 0.5541
59 H 1.0921 2.5770 0.6169
60 H 0.1284 4.4882 2.6817
61 H 0.3950 2.7453 2.7740

Forces on atoms 1 to 6 (eV/Å):
-0.47 -1.64 -1.17
0.27 1.61 0.93
3.27 0.43 -0.28
-0.35 -6.29 -0.02
-0.24 2.15 1.70
-0.78 0.51 2.01

Mulliken population analysis, charges in e, atoms 1 to 5: number 1, C, carries -0.76; number 2, C, carries -0.09; number 3, C, carries -0.54; number 4, Nb, carries -0.66; number 5, N, carries -0.75



Formula: C14H12Br6N2O4
Source: the Open Molecules 2025 dataset
Level of theory: the ωB97M-V functional and the def2-TZVPD basis

Values from the calculation:
Total charge ... -1
Highest occupied orbital energy (spin up / spin down) ... -1.41 / -5.53 eV
Multiplicity ... 2
M ... 751.7 g/mol
Expectation value of S² ... 0.7659
Kohn-Sham gap (spin up / spin down) ... 0.10221 / 0.25345 hartree

CARTESIAN COORDINATES (ANGSTROEM)
1 C -0.4435 1.6187 -5.2686
2 Br 0.2226 0.5594 -6.9011
3 Br -2.2945 0.9494 -4.6978
4 Br -0.6897 3.4847 -5.8581
5 H 0.2587 1.4929 -4.4445
6 C -1.3364 1.2854 0.1735
7 Br -1.0029 1.5548 -1.7823
8 Br -2.8704 0.0225 0.4295
9 Br -1.5239 3.0731 0.9860
10 H -0.5075 0.8638 0.7421
11 C 2.7784 0.5669 5.1973
12 C 2.3240 0.9031 6.4860
13 C 1.0401 1.4499 6.6129
14 C 0.2257 1.7005 5.4203
15 C 0.6391 1.2567 4.1513
16 C 1.8908 0.6211 4.0769
17 N -1.1069 2.4924 5.5246
18 O -1.4552 2.8613 6.5937
19 O -1.8044 2.7229 4.5385
20 H 3.8054 0.2389 5.1340
21 H 2.9038 0.7095 7.3763
22 H 0.5883 1.7188 7.5563
23 H 0.2287 1.6088 3.2164
24 H 2.1386 0.3956 3.0502
25 C -0.9821 -2.6935 -5.2766
26 C 0.3388 -3.0323 -4.9550
27 C 0.9163 -2.7050 -3.6922
28 C 0.0285 -2.2671 -2.6431
29 C -1.3336 -2.0674 -2.9842
30 C -1.8235 -2.2881 -4.2350
31 N 0.5576 -1.9563 -1.2707
32 O 1.6773 -2.3649 -0.9870
33 O -0.2143 -1.5215 -0.4710
34 H -1.2573 -2.9245 -6.2951
35 H 0.9993 -3.5926 -5.6001
36 H 1.9278 -2.9412 -3.3965
37 H -1.9784 -1.7745 -2.1689
38 H -2.8652 -2.0220 -4.3380

Forces on atoms 1 to 6 (eV/Å):
-1.61 -0.57 -1.61
-0.52 0.83 1.67
1.70 0.59 -0.93
0.44 -0.83 0.56
-0.15 0.11 -0.24
-0.45 0.07 -0.42

Mulliken population analysis, charges in e, atoms 1 to 5: number 1, C, carries -0.36; number 2, Br, carries -0.09; number 3, Br, carries -0.04; number 4, Br, carries -0.06; number 5, H, carries 0.43



Formula: C3H4N2S3
Source: the Open Molecules 2025 dataset
Level of theory: the ωB97M-V functional and the def2-TZVPD basis

Values from the calculation:
Highest occupied orbital energy ... -8.61 eV
M ... 164.3 g/mol
ΔE to the lowest compared entry with this formula, charge and spin ... 178.0 kJ/mol
Kohn-Sham gap ... 0.31104 hartree

CARTESIAN COORDINATES (ANGSTROEM)
1 C -0.2713 -2.8790 1.6598
2 C -0.0216 -0.4550 -1.3040
3 C 0.3140 3.2805 -0.3359
4 H -0.2467 -2.3120 2.6130
5 H -0.3789 -3.9422 1.7015
6 H 0.3282 3.8020 0.6252
7 H 0.3900 3.8896 -1.2676
8 N -0.2276 -2.3566 0.4877
9 N 0.1875 2.0091 -0.3277
10 S -0.0691 -0.6656 0.4391
11 S -0.1312 -1.5902 -2.4566
12 S 0.1267 1.2193 -1.8346

Forces on atoms 1 to 6 (eV/Å):
-0.08 1.24 -0.74
-0.09 0.28 -0.17
-0.11 -0.38 -0.39
0.07 -0.25 -0.51
-0.02 -0.57 0.10
0.05 -0.16 -0.25

Mulliken population analysis, charges in e, atoms 1 to 5: number 1, C, carries -0.23; number 2, C, carries 0.14; number 3, C, carries -0.21; number 4, H, carries 0.20; number 5, H, carries 0.27



Formula: C3H4N3O2
Source: the Open Molecules 2025 dataset
Level of theory: the ωB97M-V functional and the def2-TZVPD basis

Values from the calculation:
Total charge ... +1
SMILES ... OO[n+]1cccnn1
Highest occupied orbital energy ... -15.72 eV
M ... 114.1 g/mol
ΔE to the lowest compared entry with this formula, charge and spin ... 748.4 kJ/mol
Kohn-Sham gap ... 0.34729 hartree

CARTESIAN COORDINATES (ANGSTROEM)
1 O -3.0095 0.0470 0.6354
2 O -2.2868 -0.0506 -0.5293
3 N -1.0607 0.4043 -0.2170
4 C -0.1700 -0.4089 0.2592
5 C 1.0880 0.0645 0.5563
6 C 1.3524 1.3228 0.0841
7 N 0.3405 2.0765 -0.1839
8 N -0.8906 1.6923 -0.2569
9 H -3.8497 0.6039 0.5125
10 H -0.2642 -1.5030 0.5367
11 H 1.8103 -0.5095 1.1370
12 H 2.3483 1.7512 0.0698

Forces on atoms 1 to 6 (eV/Å):
-2.16 0.35 2.24
-0.44 -0.08 -1.67
-0.39 0.36 0.17
2.17 -3.46 1.82
0.60 -0.20 0.24
1.45 -1.26 1.10

Mulliken population analysis, charges in e, atoms 1 to 5: number 1, O, carries -0.30; number 2, O, carries -0.16; number 3, N, carries 0.70; number 4, C, carries 0.10; number 5, C, carries -0.29



Formula: C44H50N5O7S3V
Source: the Open Molecules 2025 dataset
Level of theory: the ωB97M-V functional and the def2-TZVPD basis

Values from the calculation:
Highest occupied orbital energy (spin up / spin down) ... -7.13 / -7.13 eV
Multiplicity ... 3
M ... 908.1 g/mol
Expectation value of S² ... 2.0464
ΔE to the lowest compared entry with this formula, charge and spin ... 0.0 kJ/mol
Kohn-Sham gap (spin up / spin down) ... 0.17816 / 0.12657 hartree

CARTESIAN COORDINATES (ANGSTROEM)
1 V 1.2712 0.9672 0.1444
2 C -3.6064 -3.3850 -2.7096
3 C -2.1755 -3.5342 -3.2488
4 C -1.5314 -4.7969 -2.6538
5 C -2.2492 -3.6963 -4.7678
6 C -1.3387 -2.3210 -2.8365
7 C -1.2594 -1.9866 -1.5083
8 C -0.4483 -0.9120 -1.1220
9 N -0.1505 -0.4541 0.1222
10 C -0.4407 -0.9751 1.3669
11 C -1.2908 -2.0162 1.7385
12 C -1.3809 -2.3758 3.0706
13 C -0.6271 -1.6646 4.0163
14 C 0.2308 -0.6105 3.6993
15 C 0.3060 -0.3012 2.3590
16 O 1.1136 0.6434 1.8025
17 C 1.0670 0.1390 4.7355
18 C 0.7890 -0.3595 6.1524
19 C 0.7344 1.6390 4.6787
20 C 2.5580 -0.0725 4.4231
21 C -2.2534 -3.5750 3.4565
22 C -2.3092 -3.7872 4.9696
23 C -3.6849 -3.3664 2.9431
24 C -1.6561 -4.8389 2.8136
25 C 0.2518 -0.1559 -2.1112
26 O 0.9753 0.8334 -1.5532
27 C 0.2066 -0.4777 -3.4560
28 C -0.5994 -1.5650 -3.7747
29 C 1.0157 0.2991 -4.4935
30 C 0.7669 -0.2124 -5.9131
31 C 2.5081 0.1404 -4.1678
32 C 0.6266 1.7856 -4.4473
33 H -4.2137 -4.2329 -3.0339
34 H -4.0710 -2.4689 -3.0822
35 H -3.6330 -3.3583 -1.6175
36 H -2.1103 -5.6804 -2.9344
37 H -1.4891 -4.7496 -1.5626
38 H -0.5100 -4.9224 -3.0223
39 H -2.8863 -4.5492 -5.0055
40 H -1.2666 -3.8885 -5.2058
41 H -2.6801 -2.8139 -5.2480
42 H -1.7968 -2.5641 -0.7793
43 H -1.8676 -2.5493 1.0044
44 H -0.7110 -1.9474 5.0539
45 H -0.2621 -0.2370 6.4280
46 H 1.3864 0.2222 6.8560
47 H 1.0632 -1.4105 6.2750
48 H -0.3185 1.8113 4.9168
49 H 0.9440 2.0656 3.6976
50 H 1.3413 2.1771 5.4101
51 H 2.8014 -1.1378 4.4062
52 H 3.1653 0.4062 5.1949
53 H 2.8370 0.3618 3.4622
54 H -2.7194 -2.9155 5.4863
55 H -1.3235 -4.0097 5.3858
56 H -2.9567 -4.6382 5.1871
57 H -4.1214 -2.4568 3.3631
58 H -4.3109 -4.2123 3.2361
59 H -3.7240 -3.2890 1.8539
60 H -0.6318 -5.0005 3.1589
61 H -1.6314 -4.7622 1.7235
62 H -2.2532 -5.7148 3.0797
63 H -0.6615 -1.8445 -4.8139
64 H 1.0924 -1.2490 -6.0380
65 H 1.3392 0.3995 -6.6115
66 H -0.2867 -0.1364 -6.1956
67 H 2.7911 -0.9156 -4.1640
68 H 2.7604 0.5718 -3.1975
69 H 3.1048 0.6529 -4.9259
70 H -0.4210 1.9225 -4.7242
71 H 1.2407 2.3480 -5.1532
72 H 0.7784 2.2173 -3.4577
73 O 3.7889 1.7122 -1.2329
74 S 3.9255 0.9232 -0.0338
75 O 3.6595 1.6643 1.1888
76 N 2.8399 -0.3080 -0.0627
77 C 3.4111 -1.5379 0.0438
78 S 2.5893 -2.9541 0.1327
79 C 4.9065 -1.4060 0.0594
80 C 5.8343 -2.4289 0.1012
81 C 7.1843 -2.0988 0.0880
82 C 7.6043 -0.7711 0.0264
83 C 6.6809 0.2640 -0.0145
84 C 5.3463 -0.0894 0.0096
85 H 5.4942 -3.4560 0.1364
86 H 7.9262 -2.8862 0.1239
87 H 8.6618 -0.5402 0.0056
88 H 6.9940 1.2996 -0.0645
89 O -1.7514 7.9168 -3.5140
90 S -2.9495 8.4974 -2.9395
91 O -4.1924 8.0899 -3.5737
92 O -2.8516 9.9010 -2.6004
93 C -3.1109 7.6612 -1.3319
94 N -4.0399 8.1168 -0.4649
95 C -4.1934 7.4420 0.6606
96 C -3.4615 6.2995 0.9654
97 C -2.5376 5.9198 0.0201
98 N -2.3412 6.5890 -1.1061
99 C -1.6566 4.7342 0.1557
100 C -0.4756 4.7047 -0.5773
101 C 0.3277 3.5974 -0.5048
102 N 0.0196 2.5204 0.2481
103 C -1.1203 2.5474 0.9589
104 C -1.9723 3.6261 0.9387
105 H -4.9328 7.8279 1.3559
106 H -3.6010 5.7669 1.8986
107 H -0.2242 5.5439 -1.2140
108 H 1.2594 3.5514 -1.0587
109 H -1.3527 1.6663 1.5418
110 H -2.8959 3.5851 1.4995

Forces on atoms 1 to 6 (eV/Å):
1.15 0.57 0.02
0.00 0.03 0.00
0.01 0.01 -0.03
0.02 0.01 0.02
0.00 0.02 -0.02
0.05 -0.05 -0.17

Mulliken population analysis, charges in e, atoms 1 to 5: number 1, V, carries -1.87; number 2, C, carries -1.43; number 3, C, carries 2.11; number 4, C, carries -1.27; number 5, C, carries -2.26